{
  "formula": "C11H19NOPPd",
  "method": "wB97M-V/def2-TZVPD",
  "multiplicity": 3,
  "lumo_energy_ev": [2.8, 2.7],
  "charge": -1,
  "e_above_lowest_kj_mol": 0.0,
  "gap_ha": [0.093, 0.218],
  "total_energy_ev": -28017.918,
  "species": ["C", "C", "C", "C", "C", "Pd", "P", "H", "H", "H", "H", "H", "H", "H", "H", "O", "C", "C", "C", "C", "C", "C", "N", "H", "H", "H", "H", "H", "H", "H", "H", "H", "H", "H"],
  "xyz": [[0.23107, 0.05998, -3.99687], [-0.82878, -0.84255, -4.37087], [-0.51469, -2.16195, -3.90660], [0.75835, -2.11378, -3.24691], [1.24688, -0.74184, -3.26851], [0.65755, 1.05349, -1.74318], [-0.47330, 2.96973, -1.90622], [0.41077, 1.05195, -4.44651], [-1.73459, -0.55809, -4.92121], [-1.13326, -3.04901, -4.02214], [2.30700, -0.44213, -3.13835], [1.28818, -2.95477, -2.80646], [-1.56552, 3.07495, -0.95200], [-1.00814, 3.38097, -3.19708], [0.50720, 3.96340, -1.53374], [0.64174, -0.70040, -0.39677], [0.56867, -0.46860, 0.83069], [0.50653, 0.92530, 1.40223], [-0.77672, 1.15563, 2.20342], [-0.68549, 0.66492, 3.64979], [-0.57972, -0.84706, 3.79772], [0.65152, -1.45045, 3.13129], [0.53361, -1.52576, 1.67121], [1.40205, 1.06653, 2.03078], [0.57709, 1.62211, 0.53634], [-0.98428, 2.23246, 2.20720], [-1.62744, 0.68233, 1.69159], [0.18132, 1.13606, 4.13366], [-1.58121, 1.00115, 4.18438], [-0.53747, -1.09163, 4.86712], [-1.47835, -1.33335, 3.40060], [1.54525, -0.86168, 3.39705], [0.80070, -2.46932, 3.50024], [0.69346, -2.42858, 1.21815]],
  "mulliken_charge": [-0.303, -0.741, -0.547, -0.720, -0.586, -0.331, -0.504, 0.686, 0.373, 0.392, 0.504, 0.409, 0.060, 0.074, 0.207, -0.096, 0.026, 0.155, -1.204, -0.750, -0.677, -0.707, 0.024, 0.509, -0.668, 0.931, 0.133, 0.395, 0.331, 0.359, 0.308, 0.291, 0.432, 0.235]
}

=====

{
  "formula": "C19H19N5O5SW",
  "method": "wB97M-V/def2-TZVPD",
  "multiplicity": 3,
  "lumo_energy_ev": [-8.8, -9.0],
  "charge": 2,
  "e_above_lowest_kj_mol": 220.8,
  "gap_ha": [0.229, 0.223],
  "total_energy_ev": -50339.670,
  "species": ["W", "O", "N", "N", "O", "C", "C", "C", "C", "C", "C", "H", "H", "H", "H", "H", "N", "C", "N", "C", "C", "C", "C", "C", "H", "H", "H", "H", "H", "H", "H", "H", "H", "H", "O", "S", "O", "N", "C", "O", "C", "C", "C", "C", "C", "C", "H", "H", "H", "H"],
  "xyz": [[-0.29454, 1.33353, -0.07272], [-0.10606, 1.06482, 1.86830], [-0.04757, 2.07058, 2.70600], [-0.00436, 3.16926, 2.09894], [-0.00053, 3.15630, 0.77286], [-0.03371, 4.42740, 2.79324], [0.26423, 5.57845, 2.07843], [0.24022, 6.78486, 2.75836], [-0.07361, 6.82023, 4.11045], [-0.36852, 5.65045, 4.79945], [-0.35343, 4.43051, 4.14597], [0.51270, 5.53408, 1.02888], [0.47021, 7.69943, 2.23030], [-0.09237, 7.76716, 4.63213], [-0.61933, 5.68626, 5.85011], [-0.59391, 3.51631, 4.66770], [1.70598, 1.00729, -0.35739], [2.83489, 0.68707, -0.33926], [4.05086, 0.33292, -0.31722], [4.41953, -1.10715, -0.12646], [5.37247, -1.53459, -1.22956], [6.56560, -0.58797, -1.32585], [6.10507, 0.84803, -1.55604], [5.17274, 1.30497, -0.44792], [3.49856, -1.68743, -0.11821], [4.88644, -1.17548, 0.85806], [4.83418, -1.56721, -2.18047], [5.70096, -2.55188, -1.01512], [7.22232, -0.89989, -2.13658], [7.15634, -0.64375, -0.40665], [5.59125, 0.93098, -2.51759], [6.95507, 1.53020, -1.58743], [4.74621, 2.28902, -0.63580], [5.68033, 1.32235, 0.51877], [-4.75199, 1.37906, -0.08297], [-3.39468, 1.29885, -0.43046], [-2.36736, 1.70187, 0.60846], [-2.80851, -0.14905, -0.90847], [-1.67585, 0.16893, -1.46879], [-0.51614, -0.36041, -1.16831], [-1.57094, 1.55967, -2.05246], [-0.41225, 2.21810, -2.48872], [-0.52562, 3.59318, -2.78484], [-1.70914, 4.27205, -2.58202], [-2.82235, 3.64392, -1.98301], [-2.71934, 2.30755, -1.72950], [0.46092, 1.66041, -2.81228], [0.32714, 4.11195, -3.20069], [-1.77069, 5.32117, -2.83877], [-3.70011, 4.21001, -1.69975]],
  "mulliken_charge": [1.680, -0.429, -0.440, 0.882, -0.686, 0.630, -0.357, -0.609, -0.491, -0.609, -0.372, 0.443, 0.393, 0.415, 0.406, 0.490, -0.487, 0.856, -0.045, -0.711, -0.542, -0.638, -0.537, -0.702, 0.458, 0.299, 0.297, 0.344, 0.319, 0.322, 0.293, 0.340, 0.453, 0.300, -0.593, 1.066, -0.564, -0.498, 0.899, -0.464, 0.134, -0.586, -0.722, -0.478, -0.678, 0.311, 0.753, 0.474, 0.459, 0.519]
}

=====

{
  "formula": "C3H9O3",
  "method": "wB97M-V/def2-TZVPD",
  "lumo_energy_ev": 3.8,
  "charge": -1,
  "e_above_lowest_kj_mol": 117.4,
  "gap_ha": 0.243,
  "total_energy_ev": -9398.510,
  "species": ["C", "C", "O", "C", "O", "H", "H", "H", "H", "H", "H", "H", "H", "H", "O"],
  "xyz": [[0.80259, -0.55560, -0.63895], [0.20533, 0.39701, -1.67750], [0.29834, 1.77174, -1.23070], [0.62169, -0.29188, 0.95970], [1.58325, -0.89614, 1.59543], [1.87656, -0.68855, -0.77110], [0.35711, -1.54225, -0.75559], [0.77915, 0.38436, -2.60387], [-0.84624, 0.17120, -1.88186], [0.77385, 1.72347, -0.39720], [0.48986, 0.81316, 1.15452], [-0.47899, -0.60428, 1.16058], [-1.87419, -0.29463, 0.96311], [-3.23991, -0.19280, 0.24473], [-2.81795, -0.50082, 1.05757]],
  "mulliken_charge": [-0.835, -0.177, -0.541, 0.154, -0.880, 0.295, 0.339, 0.248, 0.212, 0.302, 0.176, -0.282, 0.412, 0.289, -0.713]
}

=====

{
  "formula": "FO2S2",
  "method": "wB97M-V/def2-TZVPD",
  "lumo_energy_ev": [1.6, 1.6],
  "charge": -1,
  "e_above_lowest_kj_mol": 249.3,
  "gap_ha": [0.249, 0.248],
  "total_energy_ev": -28482.351,
  "species": ["O", "O", "F", "S", "S"],
  "xyz": [[-0.09857, 1.30149, -0.66676], [1.40508, -0.12982, 0.49361], [0.16255, -0.91091, -1.74828], [-1.62146, -0.24239, 2.05683], [0.15239, -0.01837, -0.13540]],
  "mulliken_charge": [-0.497, -0.454, -0.468, -0.261, 0.680]
}

=====

{
  "formula": "C3H6N2O",
  "method": "wB97M-V/def2-TZVPD",
  "smiles": "CCN=C=NO",
  "lumo_energy_ev": 0.6,
  "charge": 0,
  "e_above_lowest_kj_mol": 402.9,
  "gap_ha": 0.364,
  "total_energy_ev": -8232.523,
  "species": ["C", "C", "N", "C", "O", "N", "H", "H", "H", "H", "H", "H"],
  "xyz": [[-0.82022, 0.28594, -0.31446], [-2.04185, -0.48388, 0.15843], [2.21403, 0.29286, 0.43031], [1.27872, -0.16584, -0.24002], [3.48943, 0.53235, -0.10312], [0.25732, -0.68181, -0.62725], [4.08742, 0.39470, 0.64365], [-0.41211, 1.03890, 0.48336], [-1.03073, 0.85440, -1.22542], [-2.90626, 0.17157, 0.23772], [-1.83012, -0.96818, 1.10909], [-2.28561, -1.27101, -0.55228]],
  "mulliken_charge": [-0.209, -1.136, -0.392, 0.621, -0.337, -0.425, 0.357, 0.295, 0.283, 0.342, 0.299, 0.300]
}

=====

{
  "formula": "C6H8IN2",
  "method": "wB97M-V/def2-TZVPD",
  "smiles": "CC/N=C/C=C\\[N+]#CI",
  "lumo_energy_ev": -5.5,
  "charge": 1,
  "e_above_lowest_kj_mol": 237.4,
  "gap_ha": 0.275,
  "total_energy_ev": -17421.685,
  "species": ["C", "C", "C", "C", "C", "C", "N", "N", "I", "H", "H", "H", "H", "H", "H", "H", "H"],
  "xyz": [[1.23930, 1.68383, 0.24151], [0.15688, 2.59174, 0.11569], [1.14377, 0.31747, -0.08417], [-2.29780, 2.34767, -0.30128], [-0.30644, -2.53914, 0.46629], [0.47986, -1.80711, -0.67562], [-1.13667, 2.28999, -0.03084], [0.21370, -0.45276, -0.57018], [-4.27578, 2.23313, -0.37239], [2.19898, 2.06614, 0.60008], [0.34135, 3.68367, 0.51162], [2.03883, -0.11502, 0.15977], [0.15183, -3.42516, 0.58792], [-1.28673, -2.60026, 0.21642], [-0.21185, -1.95211, 1.39773], [0.04540, -2.19709, -1.57340], [1.50537, -2.12499, -0.68912]],
  "mulliken_charge": [-0.401, -0.171, 0.102, 0.141, -1.073, -0.418, -0.040, -0.356, 0.524, 0.351, 0.288, 0.305, 0.371, 0.356, 0.294, 0.304, 0.424]
}

=====

{
  "formula": "C7H17N",
  "method": "wB97M-V/def2-TZVPD",
  "lumo_energy_ev": 0.8,
  "charge": 0,
  "e_above_lowest_kj_mol": 451.6,
  "gap_ha": 0.265,
  "total_energy_ev": -9020.544,
  "species": ["C", "C", "C", "C", "C", "C", "C", "N", "H", "H", "H", "H", "H", "H", "H", "H", "H", "H", "H", "H", "H", "H", "H", "H", "H"],
  "xyz": [[-0.11326, -0.10037, 0.58315], [-0.79572, 0.78718, -0.27795], [1.00654, 0.82630, -1.48383], [1.01462, 0.41787, 1.43738], [-0.10090, -1.58051, 0.31594], [-1.75372, 0.14284, 1.94743], [1.90175, -0.31640, -1.89546], [-1.82758, 0.44508, -1.11402], [-0.78750, 1.83450, 0.00253], [-2.64254, 1.03485, -1.09773], [-2.00457, -0.53041, -1.29022], [1.54398, 1.64844, -1.01327], [0.42695, 1.20801, -2.32225], [0.98789, -0.06778, 2.41350], [1.98193, 0.18811, 0.98900], [0.94573, 1.49537, 1.58116], [-0.72916, -2.12505, 1.02154], [-0.45561, -1.87146, -0.67165], [0.89985, -2.00427, 0.40029], [-1.36653, -0.38055, 2.81845], [-1.97493, 1.18294, 2.17868], [-2.60632, -0.38238, 1.52163], [1.32441, -1.15510, -2.29127], [2.60601, -0.01809, -2.68435], [2.51869, -0.67911, -1.06869]],
  "mulliken_charge": [1.256, -0.501, -0.666, -1.611, -1.656, -1.266, -0.981, -0.390, 0.475, 0.235, 0.198, 0.326, 0.433, 0.441, 0.382, 0.308, 0.357, 0.347, 0.362, 0.407, 0.370, 0.357, 0.239, 0.367, 0.207]
}

=====

{
  "formula": "C29H50N5O4PdS3",
  "method": "wB97M-V/def2-TZVPD",
  "multiplicity": 3,
  "lumo_energy_ev": [-6.5, -7.7],
  "charge": 1,
  "e_above_lowest_kj_mol": 543.1,
  "gap_ha": [0.121, 0.076],
  "total_energy_ev": -82490.276,
  "species": ["Pd", "C", "C", "C", "O", "H", "H", "H", "H", "H", "H", "H", "C", "S", "O", "C", "H", "H", "H", "H", "H", "H", "C", "S", "O", "C", "H", "H", "H", "H", "H", "H", "C", "S", "O", "C", "H", "H", "H", "H", "H", "H", "N", "C", "C", "C", "C", "H", "H", "H", "H", "H", "N", "C", "C", "C", "C", "H", "H", "H", "H", "H", "N", "C", "C", "C", "C", "H", "H", "H", "H", "H", "N", "C", "C", "C", "C", "H", "H", "H", "H", "H", "N", "C", "C", "C", "C", "H", "H", "H", "H", "H"],
  "xyz": [[2.21354, 0.67652, 4.80401], [0.85937, -0.10626, -0.94268], [0.33413, 0.48252, 0.34099], [-1.21558, 0.35226, 0.50278], [0.99703, -0.00394, 1.54072], [0.31011, 0.17510, -1.84116], [0.85959, -1.18542, -0.78937], [1.88896, 0.19355, -1.13801], [0.50636, 1.55257, 0.22507], [-1.78214, 0.97847, 1.19196], [-1.42427, -0.69623, 0.71543], [-1.65985, 0.53958, -0.47479], [-4.26119, -6.33185, -2.28927], [-4.57022, -6.14201, -0.45925], [-5.99632, -5.64737, -0.28894], [-3.61509, -4.61814, -0.04612], [-4.83532, -5.64661, -2.91291], [-4.46191, -7.31184, -2.72220], [-3.34801, -5.81257, -2.58003], [-2.63504, -4.57382, -0.52114], [-3.71023, -4.42219, 1.02189], [-4.13732, -3.81187, -0.56121], [5.99118, 3.84697, 2.08491], [6.13411, 1.99954, 2.18849], [4.87026, 1.66553, 2.94329], [5.77590, 1.78506, 0.41659], [4.96475, 4.13300, 1.85530], [6.50221, 4.17407, 1.17939], [6.11056, 4.39390, 3.02017], [4.89726, 2.39275, 0.20024], [5.52258, 0.74403, 0.21613], [6.57804, 2.15216, -0.22365], [5.05731, 1.93692, -6.15854], [6.52413, 3.00972, -5.94450], [7.44042, 2.10604, -5.01434], [7.18976, 3.06257, -7.63302], [4.67853, 1.62846, -5.18413], [5.58390, 1.11412, -6.64206], [4.28191, 2.46585, -6.71269], [7.99615, 2.39102, -7.92773], [7.70503, 4.02297, -7.64810], [6.57577, 3.27488, -8.50825], [-2.72725, -3.09483, 6.36631], [-2.92865, -3.75538, 5.22143], [-3.98762, -4.60861, 5.27799], [-4.51498, -4.43458, 6.54877], [-3.79695, -3.48554, 7.20420], [-2.09661, -2.33072, 6.56261], [-2.39549, -3.47520, 4.32498], [-4.25257, -5.24138, 4.44383], [-5.47591, -4.80045, 6.87917], [-4.01982, -3.03574, 8.16045], [1.19358, 7.49549, -0.42105], [1.82315, 8.73712, -0.35729], [3.13021, 8.54556, -0.69855], [3.34495, 7.12170, -0.87702], [2.10212, 6.49764, -0.63363], [0.23568, 7.36819, -0.12723], [1.23338, 9.61762, -0.14922], [3.75798, 9.42125, -0.77244], [4.25846, 6.65425, -1.21375], [1.88166, 5.44392, -0.54722], [1.73989, -4.69763, 1.56950], [0.93350, -5.46160, 2.32180], [1.01147, -6.79352, 1.80965], [1.81823, -6.70901, 0.65569], [2.31578, -5.43404, 0.51096], [1.62637, -3.69415, 1.58499], [0.52366, -5.06537, 3.23909], [0.56165, -7.65557, 2.27969], [1.96798, -7.63688, 0.12369], [2.75549, -4.79768, -0.24276], [-4.01134, 2.37494, 4.76650], [-4.61454, 3.44446, 4.21291], [-5.90104, 3.06484, 3.69515], [-6.05019, 1.72341, 4.03616], [-4.92874, 1.34918, 4.64479], [-3.10459, 2.25946, 5.19612], [-4.16173, 4.42482, 4.19697], [-6.62012, 3.73728, 3.25115], [-6.84917, 1.03762, 3.79588], [-4.66725, 0.36290, 4.99873], [-3.87494, -0.01679, -4.32562], [-2.57602, 0.36312, -4.65814], [-2.11047, -0.41381, -5.66491], [-3.08818, -1.41512, -5.94445], [-4.11764, -1.18086, -4.99325], [-4.59752, 0.35470, -3.72564], [-2.12858, 1.12873, -4.04168], [-1.18902, -0.29683, -6.21595], [-3.13209, -2.14778, -6.73670], [-4.99237, -1.78906, -4.81618]],
  "mulliken_charge": [0.964, -1.132, 0.757, -1.139, -0.358, 0.337, 0.253, 0.289, 0.073, 0.355, 0.296, 0.278, -0.940, 0.527, -0.615, -0.880, 0.339, 0.319, 0.309, 0.376, 0.219, 0.342, -0.942, 0.472, -0.607, -0.879, 0.301, 0.355, 0.348, 0.235, 0.318, 0.417, -0.833, 0.439, -0.623, -0.971, 0.290, 0.285, 0.338, 0.349, 0.338, 0.387, -0.016, -0.436, -0.258, -0.558, -0.520, 0.189, 0.413, 0.460, 0.363, 0.366, -0.040, -0.331, -0.359, -0.536, -0.516, 0.210, 0.368, 0.382, 0.413, 0.410, -0.021, -0.346, -0.487, -0.302, -0.647, 0.217, 0.453, 0.393, 0.394, 0.352, 0.015, -0.582, -0.335, -0.480, -0.420, 0.177, 0.381, 0.386, 0.391, 0.468, -0.021, -0.637, -0.318, -0.375, -0.483, 0.222, 0.417, 0.401, 0.398, 0.399]
}